No. 1
The following is a DFT calculation (ωB97M-V/def2-TZVPD) of a structure of composition C34H41CoN4O2P2S4.

Calculated values
HOMO energy (spin up / spin down) = -0.1436 / -0.1498 Eh
Gap between HOMO and LUMO (spin up / spin down) = 6.315 / 6.485 eV
2S+1 = 2
Net charge = -1

```
88
Properties=species:S:1:pos:R:3:forces:R:3
Co 0.817564 -0.538734 -0.104105 0.8 -0.3 0.0
N 0.090450 -1.010435 2.558968 0.1 0.1 0.0
N 0.886084 -0.034705 3.193073 -0.1 -0.4 0.1
C 1.397058 1.055936 2.446347 0.1 0.2 0.2
O 1.765726 2.026677 3.120795 -0.1 0.0 -0.1
O 1.449698 0.921594 1.196568 -0.4 0.4 -0.3
H -0.899434 -0.840948 2.709833 0.0 0.0 0.0
H 0.335990 -1.931623 2.903368 0.0 0.0 0.0
H 0.606885 0.243906 4.122194 0.0 0.0 0.0
S 4.245240 -1.153614 -2.964649 0.0 0.1 0.1
C 3.025895 -0.727461 -1.917120 0.8 -0.2 -0.6
S 3.046913 -0.951797 -0.226481 0.6 -0.2 0.4
S 1.547109 -0.036808 -2.302908 -1.1 0.4 -0.5
C -1.764240 -3.061904 -0.804572 0.1 0.1 0.1
C -2.382942 -1.896574 -0.023317 0.1 -0.1 -0.1
P -1.478544 -0.292795 -0.250642 0.0 -0.1 0.4
C -2.225168 0.683740 1.119413 0.1 0.1 0.0
C -3.467421 0.401026 1.687941 0.0 0.0 0.0
C -3.961187 1.169979 2.736215 0.0 0.0 0.0
C -3.218772 2.234883 3.229177 0.0 0.0 -0.1
C -1.977137 2.522855 2.676299 0.0 0.0 0.0
C -1.480683 1.746442 1.636479 -0.1 0.0 0.0
C -2.412277 0.263855 -1.729756 0.3 0.0 -0.2
C -1.826947 0.043473 -2.975124 0.0 0.1 0.0
C -2.507204 0.367810 -4.143639 0.0 0.0 0.0
C -3.776773 0.919716 -4.077898 0.0 0.0 0.1
C -4.362943 1.149083 -2.837877 0.0 0.0 0.0
C -3.685012 0.826998 -1.672845 0.0 0.0 0.1
C -0.594426 -3.736327 -0.085743 -0.1 -0.1 -0.1
P 1.037225 -2.832157 -0.195471 -1.0 -0.3 -0.1
C 1.859413 -3.694088 1.208702 0.1 0.3 0.1
C 2.625147 -2.948815 2.102837 0.0 -0.1 0.1
C 3.241530 -3.557486 3.190774 -0.1 0.0 0.0
C 3.085381 -4.918794 3.406564 0.0 0.0 -0.1
C 2.311580 -5.670294 2.529991 0.0 0.0 0.1
C 1.706114 -5.061694 1.440503 0.0 0.0 -0.1
C 1.697980 -3.699122 -1.672117 0.2 0.3 0.0
C 1.095650 -3.454641 -2.906722 0.0 0.0 0.0
C 1.563352 -4.068472 -4.058972 0.0 0.0 0.1
C 2.648700 -4.931533 -3.995682 -0.1 0.1 0.0
C 3.270548 -5.160486 -2.778648 0.0 0.0 0.0
C 2.803896 -4.543324 -1.625981 0.0 0.0 0.0
H -1.456033 -2.707798 -1.793053 0.0 -0.1 0.0
H -2.537942 -3.813432 -0.979247 0.0 0.0 0.0
H -2.417177 -2.136005 1.043254 0.0 0.0 0.0
H -3.405235 -1.744512 -0.373745 -0.1 0.0 0.1
H -4.064406 -0.422661 1.315751 0.0 0.0 0.0
H -4.924583 0.930573 3.170494 0.0 0.0 0.0
H -3.604866 2.833196 4.045809 0.0 0.0 0.0
H -1.379466 3.340493 3.061242 0.0 0.0 0.0
H -0.495023 1.940179 1.233582 0.0 0.0 0.0
H -0.813724 -0.337275 -3.029164 0.0 -0.1 0.0
H -2.035210 0.191913 -5.102565 0.0 0.0 0.0
H -4.308708 1.174498 -4.986275 0.0 0.0 0.0
H -5.351942 1.587610 -2.780632 0.0 0.0 0.0
H -4.149015 1.031983 -0.715669 0.0 0.0 0.0
H -0.457992 -4.735487 -0.502695 0.0 -0.1 0.1
H -0.836925 -3.851843 0.974619 0.0 0.0 0.0
H 2.736700 -1.882632 1.945914 0.0 -0.1 0.2
H 3.839976 -2.960637 3.867530 0.0 0.0 0.0
H 3.567622 -5.395759 4.251171 0.0 0.0 0.0
H 2.178814 -6.732164 2.697192 0.0 0.0 0.0
H 1.122588 -5.666638 0.756867 0.0 0.0 0.0
H 0.281585 -2.744767 -2.975609 0.0 0.0 0.0
H 1.096810 -3.844595 -5.009941 0.0 0.0 0.0
H 3.023435 -5.401730 -4.896415 0.0 0.0 0.0
H 4.136268 -5.808748 -2.725455 0.0 0.0 0.0
H 3.323438 -4.702358 -0.690196 0.0 0.0 0.0
C -1.956241 6.710954 0.807434 0.0 0.0 0.0
C -1.107072 6.024938 -0.246672 0.1 0.0 0.1
N -0.575950 4.764190 0.282939 -0.1 -0.1 0.1
C 0.212219 4.028786 -0.624060 0.0 0.0 0.0
S -0.397815 2.776065 -1.523070 -0.2 0.2 0.0
N 1.486288 4.413519 -0.716762 0.0 0.1 0.0
C 2.158662 5.388295 0.128339 0.1 -0.2 0.0
C 3.481817 4.825827 0.624880 0.0 0.0 0.0
H -2.413161 7.614817 0.400009 0.0 0.0 0.0
H -1.352545 6.982028 1.674658 0.0 0.0 0.0
H -2.757588 6.046890 1.141268 0.0 0.0 0.0
H -0.266660 6.662283 -0.528723 0.0 0.0 0.0
H -1.700371 5.838389 -1.149658 0.0 0.0 -0.1
H -1.342057 4.162748 0.566682 -0.1 0.1 -0.2
H 2.059768 3.810476 -1.290643 0.0 0.0 0.0
H 1.499702 5.608990 0.965091 0.0 0.0 0.0
H 2.322326 6.314277 -0.431711 0.0 0.0 0.0
H 3.313357 3.895785 1.171434 0.0 0.0 0.0
H 3.968086 5.542006 1.289425 0.0 0.0 0.0
H 4.158244 4.623978 -0.209389 0.0 0.0 0.0
```
Forces are in eV/Å.

Mulliken atomic charge list, values in e, 2 entries: number 1, Co, carries 1.094; number 2, N, carries -0.234

No. 2
The following is a DFT calculation (ωB97M-V/def2-TZVPD) of a structure of composition C34H41CrN6O5PS2Se.

Calculated values
HOMO energy (spin up / spin down) = -0.1166 / -0.1124 Eh
Gap between HOMO and LUMO (spin up / spin down) = 5.157 / 4.847 eV
2S+1 = 2
Net charge = -1

```
91
Properties=species:S:1:pos:R:3:forces:R:3
Cr -0.677480 -0.223647 -0.800968 -0.1 0.1 0.3
C -3.662977 0.208764 -0.594527 -0.1 0.0 0.1
C -2.448512 0.918503 -1.113158 0.0 0.2 -0.3
N -1.822951 0.408661 -2.184124 -0.4 0.1 0.1
N -1.333743 1.119332 -3.209587 0.3 -0.2 0.0
C -0.156492 0.666613 -3.554897 -0.4 0.5 -0.2
S 0.614161 -0.474467 -2.577124 0.4 -0.4 0.1
S 0.561614 1.295431 -5.053051 0.0 -0.1 0.0
C 0.883566 3.012547 -4.511550 0.0 0.1 0.0
C 2.232011 3.220448 -3.881230 0.0 -0.1 0.0
C 2.471825 2.817043 -2.568313 0.0 0.0 0.0
C 3.725004 2.994860 -2.003328 0.0 0.0 0.0
C 4.752561 3.578654 -2.732641 0.0 0.0 0.0
C 4.520322 3.982214 -4.038397 0.0 0.0 0.0
C 3.266618 3.800985 -4.606585 0.0 0.0 0.0
C -2.156598 2.319818 -0.750772 0.0 0.0 0.0
C -3.095316 3.331648 -0.622658 0.0 0.0 0.0
C -2.690609 4.644450 -0.405856 0.0 0.0 0.0
C -1.328306 4.926750 -0.332679 0.0 0.0 0.0
C -0.377605 3.924337 -0.420104 0.0 0.0 0.0
C -0.778860 2.590560 -0.602520 0.0 0.0 0.0
O 0.081997 1.603141 -0.649696 0.1 -0.1 0.0
H -4.555239 0.680768 -1.020478 0.0 0.0 0.0
H -3.718913 0.280657 0.492698 0.0 0.0 0.0
H -3.656599 -0.839096 -0.882945 0.0 0.0 0.0
H 0.074308 3.298458 -3.839688 0.0 0.0 0.0
H 0.792494 3.621662 -5.412097 0.0 0.0 0.0
H 1.677848 2.352667 -1.993722 0.0 0.0 0.0
H 3.900957 2.666911 -0.986193 0.0 0.0 0.0
H 5.731102 3.710878 -2.287691 0.0 0.0 0.0
H 5.314661 4.435243 -4.618890 0.0 0.0 0.0
H 3.087568 4.111308 -5.630235 0.0 0.0 0.0
H -4.148898 3.095400 -0.726294 0.0 0.0 0.0
H -3.422418 5.437659 -0.325844 0.0 0.0 0.0
H -1.002542 5.951840 -0.194073 0.0 0.0 0.0
H 0.680766 4.147061 -0.351398 0.0 0.0 0.0
Se -0.225064 -3.316597 -4.058017 0.0 -0.1 0.0
C 1.408685 -4.109799 -3.564937 0.1 0.0 0.1
C 1.982359 -3.916204 -2.297465 0.0 0.0 0.0
C 3.178849 -4.523773 -1.967575 0.0 0.0 0.0
N 3.878493 -5.323018 -2.777678 0.0 0.0 0.0
C 3.339432 -5.504114 -3.987390 0.0 0.0 0.0
C 2.153831 -4.939203 -4.417677 0.0 0.0 0.0
H 1.488125 -3.279010 -1.576771 0.0 0.0 -0.1
H 3.606517 -4.356542 -0.980484 0.0 0.0 0.0
H 3.896866 -6.148848 -4.662976 0.0 0.0 0.0
H 1.794540 -5.139958 -5.419172 0.0 0.0 0.0
O -2.874428 -3.975548 0.924207 0.0 0.0 0.0
C -1.642979 -4.534703 1.061671 0.0 0.0 0.0
C -1.502291 -5.816219 1.589214 0.0 0.0 0.0
C -0.248305 -6.376919 1.750421 0.0 0.0 0.0
C 0.889452 -5.664597 1.396810 0.0 0.0 0.0
C 0.746853 -4.390568 0.879392 0.0 0.0 0.0
C -0.506244 -3.807785 0.699563 0.1 0.0 0.0
C -0.551934 -2.446831 0.100755 -0.1 -0.3 -0.2
O -1.619332 -1.952971 -0.365796 0.2 0.0 0.0
O 0.506552 -1.758794 0.034624 0.0 0.1 0.1
H -3.535047 -4.629441 1.175428 0.0 0.0 0.0
H -2.392454 -6.371955 1.865679 0.0 0.0 0.0
H -0.163404 -7.380413 2.148572 0.0 0.0 0.0
H 1.872079 -6.102434 1.503851 0.0 0.0 0.0
H 1.612358 -3.815550 0.579728 0.0 0.0 0.0
C -1.613216 -0.075386 5.065459 0.0 0.0 0.0
N -1.559415 -0.348495 3.644466 -0.1 0.0 0.0
C -1.817201 -1.737777 3.291370 0.0 0.0 0.0
P -0.829209 0.677795 2.564973 0.0 0.0 0.0
O -1.083250 0.124234 1.213400 0.0 -0.1 0.0
N -1.511009 2.125323 2.946332 0.1 0.0 0.1
C -0.826704 3.406728 2.847740 0.0 0.0 -0.1
C -2.962653 2.237075 2.963674 0.0 0.0 0.0
N 0.779640 0.908804 2.830894 0.0 0.0 0.1
C 1.267365 1.351356 4.122266 0.0 0.1 0.0
C 1.824760 0.386667 1.960012 0.0 0.0 0.0
H -2.543114 -0.478154 5.476885 0.0 0.0 0.0
H -1.602440 0.998293 5.249431 0.0 0.0 0.0
H -0.780810 -0.534826 5.612687 0.0 0.0 0.0
H -2.752764 -2.056422 3.759569 0.0 0.0 0.0
H -1.019223 -2.408511 3.630203 0.0 0.0 0.0
H -1.931835 -1.830169 2.215926 0.0 0.0 0.0
H 0.161308 3.284996 2.413219 0.0 0.0 0.0
H -0.731237 3.874973 3.834339 0.0 0.0 0.0
H -1.391596 4.074222 2.194448 0.0 0.0 0.0
H -3.416523 1.247997 2.992837 0.0 0.0 0.0
H -3.311651 2.757424 2.067726 0.0 0.0 0.0
H -3.291677 2.792172 3.848164 0.0 0.0 0.0
H 0.467370 1.794258 4.713541 0.0 0.0 0.0
H 2.041089 2.113923 3.988151 0.0 0.0 0.0
H 1.702912 0.522082 4.691178 0.0 0.0 0.0
H 1.401627 -0.072469 1.076781 0.0 0.0 0.0
H 2.412307 -0.370725 2.489384 0.0 0.0 0.0
H 2.488312 1.198349 1.651584 0.0 0.0 0.0
```
Forces are in eV/Å.

Mulliken atomic charge list, values in e, 2 entries: number 1, Cr, carries -0.659; number 2, C, carries -1.749

no.,electronic energy (eV)
1,-145528.4036
2,-179832.6652